# 1
{
  "formula": "C27H60F14N10O28S14",
  "method": "ωB97M-V/def2-TZVPD",
  "multiplicity": 1,
  "total_charge": -4,
  "e_above_lowest_kj_mol": 284.7,
  "molar_mass_g_mol": 1687.73,
  "homo_lumo_gap_ha": 0.2152,
  "homo_ev": -3.2114,
  "elements": ["H", "H", "H", "H", "H", "S", "H", "O", "H", "C", "F", "H", "F", "H", "H", "O", "H", "N", "H", "F", "H", "S", "N", "O", "H", "H", "C", "O", "H", "O", "C", "C", "H", "N", "O", "S", "H", "S", "H", "H", "O", "S", "O", "H", "H", "S", "O", "H", "H", "C", "H", "C", "O", "H", "H", "H", "C", "O", "C", "N", "F", "N", "S", "H", "H", "N", "F", "C", "H", "F", "H", "O", "H", "H", "O", "S", "C", "O", "H", "S", "C", "F", "O", "C", "H", "H", "H", "H", "H", "N", "F", "H", "H", "O", "H", "F", "O", "S", "H", "S", "C", "H", "S", "H", "F", "S", "F", "H", "H", "H", "H", "S", "C", "C", "F", "H", "C", "H", "O", "H", "C", "O", "O", "H", "H", "N", "O", "C", "O", "C", "O", "O", "N", "O", "H", "O", "C", "F", "C", "C", "H", "O", "C", "H", "C", "H", "H", "C", "N", "C", "C", "F", "O"],
  "xyz": [[-5.32404, 4.09452, 6.98845], [-1.57265, -5.34554, -6.07598], [2.77358, -0.02108, 3.46337], [1.39803, 1.25875, 5.18544], [-10.74696, 4.71614, 5.52448], [2.87190, -7.47541, 5.77176], [0.18318, -2.74682, -9.89793], [-0.66500, 11.63019, 0.18027], [-7.30865, 2.73968, 4.03243], [-6.42095, 5.18024, 3.77159], [3.07229, -9.63391, -6.85997], [-5.17648, 7.03363, 7.83227], [14.08459, -5.10475, -1.65330], [-6.40183, 6.26209, 3.90329], [-7.58523, 5.14211, 7.11470], [-5.85755, 1.14948, -3.89425], [2.58847, 2.65377, 3.51464], [0.74405, -1.68446, -8.03016], [2.60463, -2.22515, -8.73294], [6.08248, -6.15730, 7.13348], [-4.88287, 5.41004, 5.84885], [10.46220, 2.69915, 0.45898], [4.07768, -7.36806, 6.99606], [-3.14245, -4.64587, 8.60454], [-0.12850, -2.01921, -6.22041], [-6.98961, 6.54494, 6.19183], [2.00972, -1.53581, 1.36429], [12.40525, -6.62059, -2.27743], [-6.11424, 2.85305, 5.35836], [-5.23622, -3.79465, 5.56966], [2.56853, -3.23435, -0.56523], [-0.39809, -2.31531, -7.23419], [-10.22248, 2.54019, 6.52694], [-7.30514, 4.73452, 4.98353], [-4.87748, 1.39701, -1.53271], [10.50340, -4.47327, -1.94000], [-1.38361, -3.85261, -5.32118], [-5.56523, -4.59544, 6.76124], [2.40899, -3.50111, -1.60998], [0.98788, 3.18457, 3.92767], [9.32113, 2.05312, -0.16068], [9.49774, 2.62436, 2.60079], [-5.08752, -5.99783, 6.71251], [0.97725, 1.02794, 0.31438], [1.87444, 1.22478, -10.63538], [4.69540, -6.18377, 6.26870], [4.06575, -4.91954, 6.62365], [2.58706, 1.23671, 0.90448], [-9.92800, 2.50091, 4.77566], [1.13696, 1.13935, 4.13392], [2.21575, -4.13053, -0.05484], [-8.13335, 2.51814, 5.94676], [10.76210, 4.08614, 0.22941], [1.34395, -1.09325, 3.77417], [-5.43957, 4.70595, 3.76413], [-3.95348, 5.82748, 8.29391], [-1.62873, -4.27902, -6.29390], [-2.82686, 11.52071, 2.13034], [1.68923, -0.12245, 3.41862], [-3.35840, 1.54711, -3.47050], [-2.14864, 12.50085, 4.03023], [3.38323, -8.90996, -9.10562], [-4.03003, -3.57524, 8.17604], [-0.84624, 0.37036, 2.02833], [-0.43764, -0.86463, 0.89467], [1.30599, -0.23140, 1.98413], [10.17512, 2.68200, 4.07485], [-5.00080, 5.97643, 8.03116], [-0.45045, -1.31180, 2.60693], [9.82242, -3.36365, -0.88131], [0.04766, 1.12249, 4.09855], [3.14311, -8.34023, 4.63909], [-9.72321, 4.71698, 6.75886], [0.32716, -4.36259, -7.16099], [1.29213, -10.34976, -8.35218], [2.74168, -10.05392, -8.42567], [-7.11024, 3.14437, 5.02487], [-4.74306, 3.34539, -4.98820], [3.65411, -3.21567, -0.46888], [-1.60485, 11.43344, 2.96807], [1.83539, -1.92792, -0.10672], [-4.33797, -0.45047, -2.95586], [12.96106, -4.53678, -3.66758], [-0.61130, -3.84283, -7.35396], [1.44596, -2.34084, 1.83568], [1.92853, -1.32814, -10.90799], [1.58871, 3.18344, 1.41433], [1.61806, 1.70277, -8.29570], [-0.77266, -1.42299, -9.77536], [-5.67305, -3.92859, 8.08318], [-7.14860, -4.88391, 6.48164], [-0.14201, 0.22851, -7.60815], [0.20089, 0.93874, -10.02766], [-4.06373, 4.10584, -2.62098], [2.84879, 0.38779, -8.59072], [-2.46375, 3.69081, -4.37783], [9.85647, -5.79137, -1.70191], [-4.73129, 1.12367, -2.98671], [1.11623, -0.03993, -6.57678], [2.43515, -8.87043, -10.45112], [1.53520, 2.38869, 3.42259], [-5.73761, 5.77444, 8.80861], [0.10394, 11.39437, 1.39994], [-7.91221, 2.69038, 7.00011], [2.00118, -8.49921, 6.64277], [-3.86306, 3.17401, -3.78410], [3.18410, -7.55138, -10.93090], [-0.92649, -4.17355, -8.34360], [-8.78681, 6.27260, 4.81377], [0.08239, 2.66836, 1.89578], [2.67458, -1.87693, -6.95548], [12.66043, -5.16684, -2.34300], [1.12877, 2.37625, 1.98442], [-8.72674, 5.18448, 4.79221], [1.52323, 12.03444, 0.80410], [3.06142, -1.46912, 1.64281], [0.99380, -0.87297, -10.58059], [0.50334, -0.74708, -11.54583], [-1.49238, 10.22044, 3.77705], [-2.64389, -3.97684, -6.55126], [-5.44014, 5.15161, 6.74927], [3.50768, -11.30650, -8.54933], [1.96677, -6.37077, 5.60815], [2.20425, -1.04514, -0.62898], [-7.04447, 4.89016, 2.92591], [11.83905, -4.19526, -1.30112], [9.11091, 4.03864, 2.48183], [-0.21935, -0.51245, 1.90284], [1.06474, -8.41150, -10.29394], [1.22739, 0.57272, -10.04864], [10.11204, -3.71208, -3.14129], [8.50956, 1.57938, 2.82816], [-0.19937, 12.31224, 2.59501], [5.28929, -6.36903, 4.92673], [-1.30513, -1.75587, -7.46306], [2.67832, -9.79086, -11.58528], [0.87089, -0.17353, -7.63038], [-4.12623, -2.66194, 9.46785], [-9.73290, 4.37060, 5.72540], [-6.93289, 5.46202, 6.30216], [-9.14986, 4.86696, 3.83919], [-3.49491, -2.58322, 7.24986], [-9.58899, 2.91747, 5.72417], [0.81740, -2.12578, -0.44235], [2.07537, -2.26156, -7.78076], [2.02031, -3.34441, -7.66892], [-8.17812, 1.43430, 5.84005], [1.79852, 0.67792, -8.62006], [10.94959, 2.15661, 1.80215], [1.56159, 1.06879, 1.23360], [0.24622, -1.72270, -9.53008], [11.68790, 2.14622, -0.42644], [0.49067, 9.98187, 1.77765]],
  "forces_ev_per_angstrom": [[0.0, 0.0, -0.2], [-0.2, -0.1, -0.6], [0.1, -0.5, -0.1], [0.3, -0.8, -0.1], [-0.1, -0.1, -0.9], [-3.0, -4.4, 0.5], [0.7, -0.3, 0.6], [0.2, -0.8, 1.9], [0.3, 0.6, -0.3], [-1.8, 0.4, 1.3], [-0.2, 0.2, -1.3], [0.4, 0.2, -0.2], [0.2, 0.4, 0.5], [0.5, 0.0, -0.5], [-0.3, 0.0, -0.4], [0.8, 0.2, 1.2], [0.2, -0.3, 0.1], [-1.7, 2.2, -1.1], [0.4, 0.6, 0.2], [-0.5, 0.1, 0.1], [0.7, -0.1, 0.4], [2.6, 0.7, -6.5], [-3.0, -1.6, -2.6], [-1.9, 1.1, -0.9], [-0.2, -0.5, 0.3], [-0.4, -0.1, -0.5], [-1.2, -0.5, 0.5], [0.1, 3.0, -0.4], [0.1, 0.7, -0.3], [-0.3, -0.9, 2.2], [0.5, 0.1, 0.5], [0.5, 0.0, 0.6], [0.1, -0.4, -0.1], [1.2, -0.5, 0.2], [-0.8, -0.2, -2.9], [-10.0, 2.6, 0.2], [0.0, 0.4, 0.0], [-2.2, -6.1, -9.2], [-0.3, 0.7, -0.2], [0.2, 0.3, -0.1], [0.4, 1.0, 1.0], [0.3, 0.2, 4.3], [-0.3, 2.8, 0.7], [0.0, -0.3, 0.0], [-0.3, -0.3, -0.6], [6.1, 5.2, -0.3], [0.9, -1.0, -0.9], [0.3, -0.8, 0.5], [-0.1, -0.2, -0.1], [-0.7, -0.9, -0.6], [-0.1, 0.2, 0.5], [-0.8, -0.6, 0.9], [-1.4, 0.3, 0.3], [0.4, 0.3, 0.8], [-0.3, 0.1, 0.2], [-0.3, -0.2, 0.1], [0.2, 0.1, 0.4], [3.2, -0.7, 0.1], [0.4, 0.2, 0.7], [0.7, 5.0, -2.1], [1.0, 0.4, 0.8], [-1.0, 2.7, -3.7], [3.4, 2.1, 2.2], [0.5, 0.0, 0.4], [0.2, -0.1, 0.1], [-1.2, 0.2, -1.9], [0.2, -0.2, -0.4], [-1.4, 0.1, -1.7], [0.0, 0.2, 0.1], [-0.4, -1.5, 0.0], [-0.2, -0.2, 0.2], [0.5, 1.5, 0.9], [0.8, 0.1, 0.3], [0.0, 0.0, 0.1], [2.3, 1.8, -0.8], [-1.5, -9.6, 7.3], [-1.7, 0.5, 0.7], [2.1, -0.6, 3.4], [0.0, 0.2, 0.3], [-5.2, 0.6, 3.1], [0.6, 0.7, -1.1], [-0.3, 0.1, -0.1], [-1.2, -1.6, 3.1], [0.4, 0.4, 0.3], [0.6, 0.1, 1.0], [0.3, -0.2, 0.4], [0.4, 0.0, 0.1], [0.5, 0.0, 0.1], [-0.5, 0.4, 1.9], [2.9, 2.3, 3.0], [0.1, 0.6, 0.7], [-0.2, 0.0, -0.7], [0.1, 0.8, 0.0], [0.3, -3.2, -3.0], [-0.1, 0.1, 0.3], [-0.1, -0.6, 0.4], [1.5, 3.1, -0.6], [-3.2, -4.8, 4.9], [0.7, -0.8, 0.0], [-0.4, 2.1, -4.2], [0.3, 1.2, 0.3], [0.5, -0.4, 0.4], [4.7, -3.8, -6.1], [0.3, 0.1, 0.1], [-0.2, 0.1, 0.4], [0.3, 4.0, -1.8], [0.1, 0.4, -0.5], [-0.1, 0.3, -0.1], [0.1, -0.2, 0.4], [-0.4, -0.8, -0.1], [-0.6, 0.5, -0.1], [4.2, -1.6, -2.6], [0.1, -0.4, -1.0], [-1.8, -2.3, -0.1], [-0.8, -0.3, 1.6], [-0.2, -0.1, 0.1], [2.3, 0.8, 0.6], [-0.8, -0.5, 0.3], [0.7, 1.8, -1.4], [0.0, -0.1, 0.0], [-0.9, 0.7, 0.2], [-0.7, 2.0, -0.2], [1.1, -0.3, 0.0], [0.1, -0.3, -0.8], [0.5, 0.1, -0.2], [4.3, -2.2, -1.4], [0.2, -2.7, -0.6], [0.7, -0.2, -0.6], [1.6, -0.6, 0.2], [-0.2, -0.6, 0.7], [1.3, -2.3, 1.0], [1.2, 1.5, -1.2], [-2.8, -1.2, 1.2], [-2.0, 0.4, 2.0], [0.1, 0.0, -0.3], [-0.1, 1.2, 3.1], [0.0, 0.4, -0.9], [-0.6, -0.1, 0.7], [0.0, 3.5, 0.8], [2.5, -1.3, 0.9], [0.9, 0.1, -0.6], [-1.1, -1.7, 0.7], [0.4, -0.7, -0.8], [-0.3, 0.5, 0.5], [0.7, -2.0, -1.6], [-0.4, 0.0, 0.4], [0.8, -0.1, -0.1], [-2.1, -1.5, 0.5], [-3.4, 0.3, 3.1], [-0.9, 1.0, -0.3], [0.6, -0.2, -1.7], [0.1, -1.0, 0.1], [-1.2, 4.0, -1.2]]
}



# 2
{
  "formula": "C27H60F9Na3O21S3",
  "method": "ωB97M-V/def2-TZVPD",
  "multiplicity": 1,
  "total_charge": 0,
  "molar_mass_g_mol": 1056.91,
  "homo_lumo_gap_ha": 0.1959,
  "homo_ev": -7.8252,
  "elements": ["H", "O", "C", "O", "H", "H", "H", "H", "H", "H", "Na", "C", "C", "H", "H", "F", "C", "S", "O", "H", "C", "O", "H", "F", "H", "C", "H", "H", "H", "H", "O", "H", "O", "H", "F", "H", "H", "H", "H", "H", "O", "H", "C", "C", "H", "O", "H", "O", "C", "H", "C", "C", "C", "H", "C", "H", "H", "H", "O", "O", "C", "H", "O", "H", "H", "C", "H", "H", "H", "C", "F", "C", "H", "H", "C", "C", "H", "C", "H", "F", "H", "H", "O", "O", "C", "H", "C", "H", "H", "C", "H", "O", "H", "S", "O", "O", "H", "H", "F", "O", "C", "H", "S", "O", "C", "O", "H", "C", "O", "F", "Na", "H", "H", "Na", "F", "H", "F", "H", "C", "H", "H", "H", "H"],
  "xyz": [[4.69587, -5.71571, 1.32064], [-4.93087, -2.23097, 3.04859], [-1.47748, 7.05558, -0.22546], [-0.18867, 0.72010, 0.79267], [1.54517, -0.08933, -9.59699], [4.37451, -7.93790, 3.94957], [7.08350, -9.95140, 3.28863], [6.40794, -5.74024, 1.84091], [1.32761, 8.42942, 0.18682], [7.21001, 4.23584, 3.47249], [-4.32728, 2.44676, 1.50920], [2.03514, 5.94969, -9.34784], [1.98859, 2.22235, -8.19424], [-0.20777, 0.10485, -9.09597], [-8.92861, 0.83102, 2.07274], [0.31902, -0.20298, -2.44039], [1.08770, 0.61620, -1.75005], [0.94411, 0.02897, 0.11452], [-6.35740, 2.08837, -1.68140], [7.65722, 4.54147, 5.85755], [-4.80361, 7.41485, 1.15856], [2.27490, 0.40237, 0.69897], [-3.08642, 8.33508, -0.75189], [5.49335, -2.31801, 5.81839], [3.86058, -9.57639, 4.39241], [-1.75440, -7.32889, -7.24035], [1.16784, 8.05090, -1.58907], [2.35526, 6.40966, -8.41292], [0.96243, -0.07434, -7.92061], [5.80491, -6.58771, 0.30728], [5.78693, 4.27444, 5.04538], [-1.09834, -6.65467, -7.79089], [2.66016, -1.56671, 6.42896], [-5.34274, 8.22367, 0.66536], [-7.47524, -3.36347, 4.79111], [-4.58111, -4.09948, -2.99443], [6.68778, 3.13227, 7.46768], [-8.17188, 2.96086, -1.74261], [-9.52945, 2.44961, 1.92203], [3.36858, 3.55143, 8.81475], [5.87493, -9.09165, 4.50987], [-7.96010, 0.33020, -0.30838], [6.54190, -8.24847, 2.37488], [4.52147, -8.75180, 4.65956], [5.45635, -10.12307, 2.73013], [-7.91046, 2.05541, 0.63767], [0.95863, 5.98237, -9.51557], [-2.91991, -6.61578, -6.91211], [6.61516, 4.74826, 6.10135], [2.43583, 6.48624, -10.20788], [-8.39922, 1.31394, -0.47435], [-2.77669, 7.70574, 0.08245], [-5.80468, 2.72055, -2.77792], [-8.00347, 2.25406, 2.69622], [-8.61477, 1.85791, 1.88537], [-6.12148, 3.76066, -2.85469], [4.20306, -8.51715, 5.67526], [1.22380, 4.26768, -7.76669], [-0.58978, 8.11802, -0.56267], [0.70474, -1.36797, 0.01309], [-2.84894, -5.75542, -5.75517], [7.00711, -8.66086, 1.47955], [2.66465, -3.74196, 5.27280], [-1.96050, -5.12598, -5.80596], [-8.09331, 1.60845, -2.75124], [6.30538, 4.15298, 7.47076], [0.99815, 6.85759, -0.24793], [6.42074, 5.81258, 6.23382], [-1.99905, -8.11419, -7.95557], [-6.73524, -4.16466, 3.98783], [0.64466, 1.85614, -2.04056], [0.83356, 0.36701, -8.90890], [4.37233, 4.75196, 9.60684], [-9.44618, 1.01980, -0.54823], [-3.94771, -4.75353, -5.74510], [-7.77926, 1.94423, -1.76294], [1.97558, 1.88334, -7.15838], [6.18889, 4.54001, 3.70252], [-3.94122, -4.25209, -6.71289], [2.42512, 0.43013, -2.16472], [-4.91142, -5.13476, -5.40742], [-1.56053, 6.37951, -1.07642], [2.43231, 4.53976, -9.40977], [-4.26614, -4.51643, 2.85044], [0.79028, 7.87411, -0.58195], [4.90972, 2.99328, 9.36985], [5.61650, -6.29891, 1.34130], [-2.98896, -4.89977, -2.99902], [-4.56309, 7.75425, 2.16607], [4.89756, -3.06259, 6.71484], [6.10833, 5.58774, 3.41293], [0.91599, 1.75329, -8.87932], [5.56021, 3.91570, 3.06762], [-4.92357, -3.51779, 3.70424], [-3.62587, -3.73876, -4.74527], [-3.75945, 6.75500, 0.38519], [-5.87114, 2.17649, -3.72009], [6.76902, 4.60472, 8.34772], [-6.70959, -5.41326, 4.58783], [5.36463, -7.49956, 1.96211], [-3.55690, -4.04368, -3.36320], [2.84388, 4.02667, -7.42679], [2.97170, -2.99320, 6.47197], [2.44659, -3.62581, 7.70744], [2.10814, 3.79863, -8.19800], [4.86399, 4.21933, 7.66440], [2.84763, 1.83647, -8.74311], [4.39993, 3.86903, 8.96826], [-4.33741, -3.44383, 5.06843], [5.35387, -4.33211, 6.75069], [0.25185, -5.83662, 1.82750], [-2.91132, -6.32156, -4.82581], [-4.74561, 2.73806, -2.52070], [2.07681, 2.42567, 4.90884], [5.24575, -2.48267, 7.88633], [7.27269, -7.57242, 2.81873], [-7.34290, -4.41117, 2.85067], [-1.08475, 6.51715, 0.63707], [6.13722, -9.41687, 3.20530], [-3.05964, -3.17296, -2.93579], [-2.58640, 8.42150, 0.88219], [-5.59889, 6.69008, 1.33276], [-1.13918, -7.71957, -6.42980]],
  "forces_ev_per_angstrom": [[0.0, 0.1, 0.3], [-1.5, 0.7, -0.2], [1.3, 0.1, -0.6], [1.1, 0.1, -1.5], [-0.1, 0.0, -0.2], [-0.8, 0.3, 0.4], [0.2, -0.5, -0.2], [0.1, 0.2, -0.3], [-0.1, 0.8, -0.2], [0.3, -0.1, 0.4], [-0.1, -0.4, -0.3], [-0.2, -1.7, -0.4], [1.6, 2.1, -1.0], [0.1, 0.0, -0.8], [0.5, -0.2, -0.1], [0.0, -0.4, -0.7], [1.0, -0.7, 1.0], [1.6, 2.6, 2.8], [-1.3, -1.4, 1.0], [0.2, 0.2, 0.1], [-0.9, -1.3, -0.2], [-2.3, -0.3, -1.3], [-0.1, -0.1, -0.3], [0.8, -0.1, -1.5], [0.0, -0.4, -0.4], [0.6, 0.7, -0.8], [0.2, 0.0, 0.2], [-0.1, 0.1, 0.0], [0.6, 0.0, 0.4], [0.7, 0.8, -0.4], [-0.2, -0.6, 0.2], [0.3, 0.2, -0.1], [0.7, -0.1, -0.5], [0.6, 0.2, -0.5], [0.4, -0.3, -0.9], [0.0, -0.2, 0.4], [-0.5, -0.5, 0.1], [-0.2, 0.5, 0.0], [-0.2, 0.2, -0.3], [-0.1, 0.1, 0.1], [-0.8, -0.4, 1.7], [0.3, -0.4, -0.4], [-1.5, 0.8, -1.8], [-0.8, 0.4, -0.4], [-0.5, 0.3, -0.1], [-0.9, 0.6, 0.8], [-0.2, 0.2, 0.6], [-0.7, 0.2, 1.1], [-0.1, 1.0, 0.1], [0.5, -0.3, 0.1], [2.3, -1.6, -0.8], [0.2, 0.9, -0.2], [1.4, 0.4, 0.1], [0.2, -0.3, -0.1], [-0.3, 0.5, -0.7], [-0.3, 0.1, -0.3], [0.8, 0.4, 0.1], [-0.6, -0.4, -0.1], [-0.7, 0.6, 0.2], [0.0, -1.5, -0.8], [0.5, -0.8, -0.8], [0.2, 0.0, -0.4], [0.7, 0.1, -0.5], [0.5, -0.3, 0.2], [0.0, -1.0, 0.2], [-1.5, -1.0, -0.2], [0.0, -0.5, -0.5], [0.4, 0.4, -0.4], [-0.3, -0.1, 0.3], [1.2, -1.3, 1.2], [0.9, -0.3, 0.4], [-0.7, -0.5, 0.6], [0.4, -0.2, 0.3], [-0.5, 1.2, 0.1], [-0.3, 1.0, 1.6], [-0.6, 1.5, 1.1], [0.2, 0.1, 0.3], [0.2, -0.3, 0.4], [-0.5, 0.1, 0.2], [-2.5, 0.8, 0.5], [-0.2, -0.4, -0.7], [-0.1, -0.3, 0.0], [-0.1, -0.2, 0.4], [-1.3, -0.1, 0.6], [0.1, -1.0, 0.5], [0.3, 0.3, 0.3], [-0.2, 0.0, -0.9], [0.1, -0.4, -0.6], [0.9, 0.1, -0.1], [-1.9, 0.0, 1.4], [-0.2, 0.2, 0.2], [-2.1, 0.4, -0.7], [-0.2, 0.2, 0.0], [3.2, -0.6, 1.7], [0.8, -0.2, -1.2], [-1.3, 1.0, 1.6], [-0.5, 0.0, -0.1], [0.4, 0.7, -0.4], [0.4, 1.3, 0.0], [0.0, -1.5, 1.8], [-0.6, 0.7, -0.1], [0.6, -0.1, -0.1], [-1.4, -0.7, 2.8], [1.3, 0.7, -1.6], [-0.3, 0.4, 0.4], [0.9, -0.3, -0.2], [0.8, 0.0, 0.5], [-0.4, -0.1, -1.0], [-1.7, -0.4, -1.7], [0.0, 0.7, -0.5], [-0.1, 0.4, 0.3], [0.5, -0.3, 0.0], [0.2, 0.2, -0.3], [0.3, -0.5, 0.0], [-0.3, -0.4, 0.2], [-0.1, -0.1, 0.5], [-0.7, 0.8, -0.9], [-0.1, -0.2, 0.2], [2.5, -0.4, 0.0], [-0.2, 0.0, 0.2], [-0.2, -0.1, 0.5], [0.1, -0.4, -0.2], [-0.5, -0.2, 0.5]]
}